DFT (ωB97M-V/def2-TZVPD) results for 13 unconnected molecules or ions with the total composition C52H70N8O15 at a distorted geometry.

Each line ends with the Löwdin charge.
Positions of all 145 atoms, in Å:
C (-12.739, -8.434, -20.748)  -0.022
C (-13.034, -9.911, -20.654)  -0.346
C (-13.979, -10.396, -21.750)  -0.115
O (-13.476, -11.635, -21.986)  0.120
C (-12.304, -11.817, -21.520)  -0.606
O (-11.633, -12.804, -21.647)  0.155
O (-11.898, -10.692, -20.898)  0.102
H (-12.148, -8.227, -21.641)  0.093
H (-12.131, -8.062, -19.924)  0.086
H (-13.703, -7.929, -20.805)  0.093
H (-13.432, -10.086, -19.655)  0.156
H (-13.926, -9.752, -22.628)  0.142
H (-15.019, -10.393, -21.423)  0.144
C (-3.213, -16.327, -13.644)  -0.009
C (-2.570, -17.351, -14.614)  -0.330
C (-1.315, -16.897, -15.296)  -0.113
O (-0.381, -17.712, -14.658)  0.078
C (-0.921, -18.729, -13.989)  -0.506
O (-0.273, -19.706, -13.515)  0.092
O (-2.225, -18.521, -13.938)  0.113
H (-2.547, -15.788, -12.971)  0.085
H (-3.942, -16.803, -12.988)  0.083
H (-3.690, -15.546, -14.236)  0.081
H (-3.168, -17.498, -15.514)  0.149
H (-1.017, -15.881, -15.034)  0.140
H (-1.397, -17.012, -16.377)  0.138
C (-4.478, -10.910, -18.885)  -0.016
C (-5.605, -9.974, -19.263)  -0.356
C (-5.539, -8.512, -18.846)  -0.176
O (-5.798, -7.820, -19.936)  0.097
C (-5.840, -8.632, -21.032)  -0.479
O (-5.861, -8.289, -22.209)  0.130
O (-5.646, -9.892, -20.627)  0.102
H (-3.461, -10.544, -19.029)  0.092
H (-4.547, -11.802, -19.508)  0.088
H (-4.669, -11.193, -17.849)  0.087
H (-6.516, -10.433, -18.878)  0.152
H (-4.551, -8.321, -18.427)  0.139
H (-6.248, -8.299, -18.046)  0.140
C (0.386, -3.078, -22.795)  -0.037
C (-0.579, -4.202, -22.595)  -0.307
C (-0.297, -5.478, -23.379)  -0.092
O (0.054, -6.463, -22.430)  0.076
C (-0.037, -5.988, -21.194)  -0.513
O (0.270, -6.631, -20.176)  0.099
O (-0.418, -4.668, -21.219)  0.069
H (0.011, -2.183, -22.299)  0.091
H (0.381, -2.717, -23.823)  0.089
H (1.391, -3.413, -22.539)  0.101
H (-1.567, -3.799, -22.815)  0.151
H (0.615, -5.364, -23.965)  0.135
H (-1.156, -5.750, -23.993)  0.138
C (-10.716, -10.430, -28.261)  -0.019
C (-10.203, -9.056, -27.824)  -0.319
C (-9.937, -8.092, -29.019)  -0.063
O (-10.392, -6.850, -28.468)  0.068
C (-11.122, -7.044, -27.377)  -0.499
O (-11.814, -6.189, -26.758)  0.084
O (-11.223, -8.381, -27.129)  0.067
H (-10.879, -11.110, -27.425)  0.083
H (-9.950, -10.997, -28.790)  0.086
H (-11.603, -10.333, -28.887)  0.091
H (-9.322, -9.066, -27.183)  0.155
H (-10.483, -8.359, -29.924)  0.133
H (-8.882, -7.950, -29.253)  0.134
N (-7.083, -2.459, -24.218)  -0.020
C (-6.200, -1.955, -25.149)  -0.119
C (-5.490, -0.984, -24.460)  -0.126
C (-5.950, -0.979, -23.133)  -0.142
C (-6.956, -1.900, -22.968)  -0.120
H (-7.733, -3.219, -24.360)  0.144
H (-6.163, -2.251, -26.188)  0.102
H (-4.709, -0.339, -24.832)  0.086
H (-5.594, -0.341, -22.338)  0.088
H (-7.536, -2.217, -22.113)  0.107
N (-6.970, -13.517, -25.645)  -0.003
C (-7.276, -14.762, -26.167)  -0.153
C (-6.465, -15.015, -27.212)  -0.125
C (-5.512, -13.983, -27.203)  -0.139
C (-5.788, -13.048, -26.223)  -0.112
H (-7.524, -13.054, -24.939)  0.141
H (-8.149, -15.234, -25.741)  0.107
H (-6.487, -15.895, -27.838)  0.096
H (-4.648, -14.051, -27.848)  0.088
H (-5.296, -12.135, -25.921)  0.100
N (-11.803, -5.742, -14.678)  0.007
C (-13.180, -5.526, -14.732)  -0.116
C (-13.406, -4.331, -15.447)  -0.116
C (-12.207, -4.010, -16.045)  -0.132
C (-11.268, -4.870, -15.534)  -0.184
H (-11.346, -6.428, -14.095)  0.151
H (-13.787, -6.204, -14.150)  0.094
H (-14.322, -3.775, -15.580)  0.092
H (-12.121, -3.240, -16.797)  0.096
H (-10.192, -4.910, -15.616)  0.106
N (3.596, -10.842, -15.811)  -0.020
C (4.729, -11.125, -15.067)  -0.147
C (5.204, -12.335, -15.481)  -0.112
C (4.305, -12.777, -16.506)  -0.121
C (3.302, -11.835, -16.714)  -0.122
H (3.099, -9.963, -15.777)  0.142
H (5.223, -10.326, -14.534)  0.105
H (6.126, -12.778, -15.135)  0.090
H (4.500, -13.609, -17.166)  0.082
H (2.512, -11.762, -17.447)  0.104
N (-11.490, -11.697, -12.437)  0.009
C (-10.652, -11.917, -13.481)  -0.156
C (-11.352, -12.025, -14.673)  -0.087
C (-12.678, -11.842, -14.255)  -0.143
C (-12.723, -11.640, -12.926)  -0.183
H (-11.263, -11.633, -11.455)  0.157
H (-9.587, -12.042, -13.356)  0.101
H (-11.013, -12.340, -15.649)  0.094
H (-13.574, -11.867, -14.856)  0.094
H (-13.556, -11.548, -12.245)  0.114
N (-4.420, -0.941, -14.430)  0.000
C (-5.036, -1.586, -15.506)  -0.134
C (-4.066, -2.113, -16.297)  -0.142
C (-2.859, -1.681, -15.825)  -0.134
C (-3.066, -0.924, -14.676)  -0.129
H (-4.915, -0.592, -13.621)  0.141
H (-6.113, -1.560, -15.433)  0.103
H (-4.277, -2.702, -17.178)  0.098
H (-1.868, -1.815, -16.234)  0.095
H (-2.341, -0.454, -14.027)  0.101
N (-1.563, -6.166, -30.856)  0.007
C (-2.544, -5.694, -30.085)  -0.191
C (-3.198, -6.709, -29.455)  -0.132
C (-2.495, -7.913, -29.716)  -0.093
C (-1.484, -7.537, -30.617)  -0.123
H (-1.025, -5.659, -31.544)  0.151
H (-2.802, -4.649, -29.994)  0.108
H (-3.952, -6.575, -28.694)  0.090
H (-2.713, -8.861, -29.247)  0.087
H (-0.705, -8.060, -31.152)  0.097
N (-1.641, -15.615, -22.947)  -0.009
C (-0.822, -14.532, -22.797)  -0.152
C (0.358, -14.942, -22.178)  -0.109
C (0.244, -16.353, -22.002)  -0.126
C (-0.994, -16.771, -22.465)  -0.117
H (-2.535, -15.524, -23.409)  0.141
H (-1.118, -13.520, -23.032)  0.102
H (1.209, -14.324, -21.931)  0.086
H (0.964, -17.015, -21.543)  0.086
H (-1.468, -17.726, -22.640)  0.098

Results
* E_HOMO: -8.2 eV
* DFT total energy: -97687.09277 eV
* frontier orbital gap: 8.16 eV
* LUMO energy: -0.0013 hartree
* energy above the lowest of the compared OMol25 structures with the same formula, charge and spin: 1.1673 eV